{
  "formula": "C16H44AsOP2ReSi2",
  "method": "wB97M-V/def2-TZVPD",
  "gap_ev": [6.52, 6.98],
  "multiplicity": 2,
  "s2": 0.841,
  "charge": 3,
  "symbols": ["Re", "C", "P", "C", "C", "C", "P", "C", "C", "H", "H", "H", "H", "H", "H", "H", "H", "H", "H", "H", "H", "H", "H", "H", "H", "C", "As", "C", "C", "O", "H", "H", "H", "H", "H", "H", "H", "H", "H", "C", "Si", "C", "C", "C", "Si", "C", "C", "C", "H", "H", "H", "H", "H", "H", "H", "H", "H", "H", "H", "H", "H", "H", "H", "H", "H", "H", "H"],
  "xyz": [[-0.467, -0.486, 0.393], [0.810, -4.196, 0.450], [-0.312, -2.860, 0.945], [-0.177, -2.761, 2.761], [-1.982, -3.563, 0.663], [-3.050, -2.490, 0.875], [-2.734, -1.084, -0.265], [-3.297, -1.696, -1.874], [-3.895, 0.222, 0.206], [0.350, -5.127, 0.786], [1.783, -4.099, 0.928], [0.944, -4.240, -0.631], [-0.452, -3.723, 3.198], [-0.837, -1.994, 3.173], [0.849, -2.530, 3.048], [-2.134, -4.412, 1.332], [-2.026, -3.951, -0.359], [-3.053, -2.129, 1.908], [-4.048, -2.887, 0.675], [-4.266, -2.172, -1.708], [-2.612, -2.423, -2.307], [-3.425, -0.872, -2.573], [-4.907, -0.187, 0.228], [-3.860, 1.033, -0.523], [-3.642, 0.613, 1.191], [-2.155, 3.375, 2.910], [-0.461, 2.739, 2.272], [0.783, 2.524, 3.726], [0.214, 4.000, 0.982], [-0.756, 1.229, 1.539], [-2.005, 4.355, 3.364], [-2.558, 2.692, 3.656], [-2.844, 3.464, 2.073], [1.159, 3.516, 3.984], [1.614, 1.882, 3.442], [0.268, 2.105, 4.589], [0.153, 4.981, 1.457], [-0.416, 4.002, 0.094], [1.250, 3.802, 0.717], [1.035, 2.592, -3.030], [0.734, 0.746, -2.874], [1.768, -0.255, -4.067], [-1.070, 0.252, -3.169], [0.898, 0.394, -0.932], [2.767, 0.079, -0.357], [2.591, -0.859, 1.290], [3.405, 1.809, 0.012], [3.830, -0.896, -1.536], [1.150, 2.844, -4.087], [1.941, 2.928, -2.523], [0.194, 3.173, -2.645], [1.309, -0.153, -5.054], [1.792, -1.318, -3.826], [2.792, 0.107, -4.149], [-1.411, 0.643, -4.130], [-1.719, 0.643, -2.381], [-1.135, -0.837, -3.199], [0.690, 1.414, -0.554], [1.827, -0.414, 1.946], [3.535, -0.819, 1.841], [2.366, -1.909, 1.110], [2.881, 2.259, 0.859], [3.330, 2.481, -0.845], [4.463, 1.743, 0.275], [3.334, -1.779, -1.941], [4.717, -1.235, -0.995], [4.179, -0.287, -2.370]],
  "forces_ev_per_angstrom": [[1.9, 3.6, -1.0], [0.3, 0.4, -0.3], [-0.7, -0.4, 0.7], [0.0, 0.0, 0.0], [0.0, 0.1, -0.1], [0.1, 0.0, 0.0], [-0.2, 0.1, 0.6], [0.2, 0.0, -0.1], [0.1, 0.0, -0.1], [-0.1, 0.0, 0.0], [0.0, 0.1, 0.0], [0.0, 0.0, 0.0], [0.0, 0.0, 0.0], [0.0, 0.0, 0.0], [0.0, 0.0, 0.0], [0.0, 0.0, 0.0], [0.0, 0.0, 0.0], [0.0, 0.0, 0.0], [0.0, 0.0, 0.0], [0.0, 0.0, 0.1], [0.0, 0.0, 0.0], [0.0, 0.0, 0.0], [0.0, 0.0, 0.0], [0.0, 0.0, 0.0], [0.0, 0.0, 0.0], [0.1, -0.1, -0.1], [0.2, 0.9, 0.6], [-0.2, 0.0, -0.1], [-0.1, -0.2, 0.1], [-0.1, -3.1, -1.3], [0.0, 0.0, 0.0], [0.1, 0.0, 0.0], [0.0, 0.0, 0.0], [0.0, 0.0, 0.0], [0.0, 0.0, -0.1], [0.0, 0.0, 0.0], [0.0, 0.0, 0.0], [0.0, 0.0, 0.0], [0.0, -0.1, 0.0], [-0.1, -0.3, 0.1], [-0.8, -0.1, -0.3], [0.1, 0.1, 0.5], [0.5, 0.4, -0.1], [-0.7, -1.3, 0.6], [-0.2, -0.1, 0.8], [0.2, 0.3, -0.3], [-0.1, -0.3, -0.2], [-0.2, 0.2, 0.1], [0.0, 0.0, 0.0], [0.0, 0.0, 0.0], [0.0, 0.0, 0.0], [-0.1, 0.1, 0.0], [0.0, 0.0, 0.0], [0.0, 0.0, 0.0], [-0.1, -0.1, 0.0], [0.0, 0.1, -0.1], [0.0, 0.0, 0.0], [-0.3, 0.0, 0.0], [0.0, -0.1, 0.0], [0.0, 0.0, 0.0], [0.0, 0.0, 0.1], [0.0, 0.0, 0.0], [0.0, 0.0, 0.0], [0.0, 0.0, 0.0], [0.0, 0.0, 0.0], [0.0, 0.0, 0.1], [0.0, 0.0, 0.0]]
}

---

{
  "formula": "H11O5S",
  "method": "wB97M-V/def2-TZVPD",
  "gap_ev": 8.21,
  "charge": -1,
  "symbols": ["S", "H", "H", "H", "O", "H", "H", "O", "H", "H", "O", "H", "H", "O", "H", "H", "O"],
  "xyz": [[-0.860, 0.787, 1.283], [-1.113, 0.297, 2.588], [2.784, -0.744, 1.438], [1.988, 0.552, 1.310], [2.730, 0.089, 0.929], [1.702, -0.836, -1.506], [0.183, -0.653, -1.763], [0.983, -1.189, -2.073], [0.892, -2.125, 0.378], [0.743, -1.363, 1.629], [1.062, -2.283, 1.295], [-1.335, -0.015, -0.489], [-2.427, -1.019, -0.920], [-1.702, -0.493, -1.316], [-1.312, 2.734, -0.497], [-1.857, 1.646, -1.517], [-1.384, 2.493, -1.483]],
  "forces_ev_per_angstrom": [[0.3, -0.2, 2.0], [0.1, 0.5, -1.6], [-0.2, 0.5, -0.5], [-0.8, 0.4, 0.1], [0.9, -0.7, 0.2], [-0.5, -0.2, -0.5], [1.2, -1.2, -0.7], [-0.5, 1.3, 1.3], [-0.1, -0.2, -1.3], [0.4, -2.1, -0.5], [-0.6, 2.2, 1.8], [-0.6, -0.9, -0.6], [0.7, 0.4, -0.4], [-0.4, 0.4, 0.9], [-0.2, -0.9, -2.1], [0.2, 0.2, 0.2], [0.0, 0.7, 1.8]]
}

---

{
  "formula": "C4H5NO2",
  "method": "wB97M-V/def2-TZVPD",
  "gap_ev": [8.72, 8.72],
  "symbols": ["O", "C", "C", "C", "N", "C", "O", "H", "H", "H", "H", "H"],
  "xyz": [[0.323, 1.097, -1.104], [1.105, 0.673, -0.139], [0.757, -0.718, 0.174], [-0.309, -0.055, 1.042], [-1.415, 0.344, 0.131], [-0.786, 0.042, -1.060], [0.018, -1.131, -0.946], [1.709, 1.378, 0.417], [1.446, -1.459, 0.562], [-1.333, -0.721, 0.937], [-0.166, 0.478, 1.973], [-1.350, 0.072, -1.986]],
  "forces_ev_per_angstrom": [[0.0, -0.1, 0.1], [0.0, 0.1, 0.0], [0.2, 0.0, 0.1], [0.2, 0.2, 0.3], [0.0, -0.1, -0.1], [-0.3, 0.0, -0.2], [0.0, 0.0, 0.0], [0.0, -0.1, -0.1], [-0.1, 0.1, 0.0], [-0.1, 0.0, -0.1], [0.0, -0.1, -0.1], [0.1, 0.0, 0.1]]
}

---

{
  "formula": "C24H22N2O",
  "method": "wB97M-V/def2-TZVPD",
  "gap_ev": 8.97,
  "smiles": "Cc1ccc([C@H](c2ccc(Oc3ccccc3)cc2)n2ccnc2C)cc1",
  "symbols": ["C", "C", "C", "C", "C", "C", "C", "C", "C", "C", "O", "C", "C", "C", "C", "C", "C", "C", "C", "N", "C", "C", "N", "C", "C", "C", "C", "H", "H", "H", "H", "H", "H", "H", "H", "H", "H", "H", "H", "H", "H", "H", "H", "H", "H", "H", "H", "H", "H"],
  "xyz": [[0.126, 4.880, 3.909], [0.391, 3.832, 2.866], [1.584, 3.908, 2.132], [1.875, 2.950, 1.152], [0.994, 1.894, 0.905], [1.305, 0.945, -0.276], [0.543, -0.416, -0.305], [-0.152, -1.018, 0.745], [-0.862, -2.209, 0.584], [-0.846, -2.850, -0.647], [-1.589, -4.015, -0.880], [-2.961, -3.948, -1.176], [-3.368, -4.424, -2.429], [-4.696, -4.259, -2.803], [-5.610, -3.693, -1.911], [-5.204, -3.289, -0.636], [-3.868, -3.419, -0.250], [-0.068, -2.336, -1.695], [0.569, -1.107, -1.523], [2.753, 0.678, -0.425], [3.422, -0.344, 0.260], [4.706, -0.354, -0.200], [4.876, 0.617, -1.131], [3.734, 1.289, -1.213], [3.762, 2.538, -2.018], [-0.225, 1.875, 1.594], [-0.513, 2.809, 2.585], [-0.578, 4.534, 4.671], [1.064, 5.160, 4.404], [-0.299, 5.798, 3.478], [2.285, 4.729, 2.286], [2.773, 3.057, 0.538], [0.912, 1.466, -1.179], [-0.204, -0.538, 1.711], [-1.472, -2.602, 1.392], [-2.622, -4.858, -3.099], [-5.014, -4.591, -3.792], [-6.656, -3.599, -2.194], [-5.919, -2.873, 0.077], [-3.517, -3.094, 0.735], [-0.044, -2.860, -2.657], [1.103, -0.666, -2.376], [2.951, -1.033, 0.962], [5.539, -0.999, 0.078], [2.806, 2.817, -2.458], [4.167, 3.351, -1.396], [4.498, 2.350, -2.814], [-0.981, 1.153, 1.323], [-1.473, 2.763, 3.096]],
  "forces_ev_per_angstrom": [[-0.1, 0.2, 0.3], [0.4, 0.2, -0.1], [-0.2, -0.6, -0.5], [-0.1, 0.2, 0.3], [-0.1, 0.1, -0.4], [-0.7, -0.2, 0.2], [0.1, 0.0, -0.2], [0.1, 0.1, 0.1], [0.0, 0.1, -0.4], [-0.4, -0.1, -0.5], [0.1, -0.1, 0.1], [0.4, 0.5, 0.1], [0.3, 0.4, 0.4], [-0.1, -0.2, 0.2], [0.0, -0.1, 0.2], [0.2, -0.1, 0.0], [0.2, 0.0, -0.5], [-0.4, 0.2, 0.2], [0.1, -0.2, -0.3], [0.8, 0.3, 0.0], [-0.2, -0.3, 0.0], [-0.2, -0.3, 0.2], [-0.4, 0.9, 0.1], [0.5, -1.6, 0.2], [-0.2, 0.1, -0.2], [0.2, 0.2, -0.1], [0.3, 0.1, -0.3], [0.1, 0.0, -0.1], [-0.2, 0.0, 0.0], [0.1, -0.2, 0.0], [-0.2, -0.2, 0.1], [-0.2, -0.1, 0.4], [0.7, -0.2, 0.3], [0.2, -0.2, 0.0], [0.3, 0.0, -0.1], [-0.3, 0.2, 0.2], [0.0, 0.1, 0.3], [0.2, 0.0, 0.0], [0.2, -0.1, -0.3], [-0.2, -0.1, -0.5], [0.0, 0.2, 0.4], [-0.1, -0.2, 0.4], [-0.1, 0.5, -0.4], [-0.5, 0.1, 0.0], [0.0, 0.1, 0.1], [-0.3, -0.1, -0.2], [-0.4, 0.2, 0.2], [0.0, 0.1, 0.1], [0.2, 0.0, 0.0]]
}

---

{
  "formula": "BrFHN",
  "method": "wB97M-V/def2-TZVPD",
  "gap_ev": 8.00,
  "symbols": ["N", "F", "Br", "H"],
  "xyz": [[0.619, 0.209, 0.612], [0.127, 2.181, -0.028], [2.240, -0.018, -0.039], [-0.027, -0.271, -0.005]],
  "forces_ev_per_angstrom": [[-0.6, 2.7, 0.4], [0.7, -3.1, 0.7], [0.3, 0.1, -0.3], [-0.4, 0.3, -0.7]]
}

---

{
  "formula": "C16H43ClO6Si2Y",
  "method": "wB97M-V/def2-TZVPD",
  "gap_ev": 8.58,
  "charge": 1,
  "symbols": ["O", "O", "C", "C", "H", "H", "H", "H", "H", "C", "C", "H", "H", "H", "H", "H", "C", "C", "C", "H", "H", "H", "H", "H", "C", "H", "H", "H", "H", "H", "H", "Y", "C", "Si", "H", "H", "C", "C", "C", "C", "Si", "H", "H", "C", "C", "C", "H", "H", "H", "H", "H", "H", "H", "H", "H", "H", "H", "H", "H", "H", "H", "H", "H", "H", "O", "Cl", "O", "O", "O"],
  "xyz": [[-0.635, -1.241, 0.507], [-2.157, -0.503, -2.025], [0.305, -2.324, 0.023], [0.665, -3.267, 1.146], [1.164, -1.776, -0.376], [-0.226, -2.802, -0.810], [1.030, -2.734, 2.037], [1.461, -3.936, 0.803], [-0.198, -3.882, 1.419], [-1.699, -1.680, 1.429], [-2.575, -2.726, 0.776], [-2.275, -0.777, 1.682], [-1.230, -2.053, 2.354], [-3.059, -2.304, -0.112], [-3.347, -3.040, 1.489], [-1.999, -3.616, 0.509], [-3.196, 0.483, -2.280], [-1.993, -1.441, -3.111], [-4.462, 0.219, -1.489], [-3.434, 0.512, -3.356], [-2.772, 1.461, -2.000], [-4.935, -0.731, -1.783], [-5.174, 1.021, -1.715], [-4.269, 0.222, -0.407], [-3.250, -2.244, -3.384], [-1.161, -2.102, -2.815], [-1.680, -0.906, -4.027], [-3.651, -2.689, -2.462], [-3.003, -3.050, -4.084], [-4.027, -1.620, -3.852], [-0.759, 0.098, -0.941], [0.206, 0.609, 1.511], [-0.111, 1.062, -0.915], [0.478, 1.543, -2.637], [-0.696, 1.875, -0.434], [0.928, 0.936, -0.432], [1.276, 0.011, -3.358], [1.772, 2.867, -2.299], [-0.771, 2.300, -3.805], [2.395, -0.109, 1.893], [3.466, 0.998, 2.961], [2.906, -0.320, 0.942], [2.316, -1.082, 2.406], [4.107, 2.446, 1.951], [4.950, 0.084, 3.659], [2.513, 1.679, 4.436], [-0.250, 2.524, -4.749], [-1.142, 3.249, -3.391], [-1.632, 1.658, -4.040], [2.139, -0.283, -2.741], [1.630, 0.288, -4.362], [0.581, -0.836, -3.445], [2.341, 2.639, -1.386], [1.277, 3.845, -2.183], [2.462, 2.918, -3.153], [5.279, -0.710, 2.977], [4.726, -0.378, 4.629], [5.793, 0.771, 3.802], [2.116, 0.874, 5.068], [1.677, 2.335, 4.161], [3.207, 2.276, 5.050], [4.978, 2.906, 2.437], [3.340, 3.222, 1.830], [4.418, 2.109, 0.954], [-2.582, 0.461, 3.949], [-1.271, 1.025, 3.972], [-0.910, 1.726, 5.151], [-0.251, -0.067, 3.678], [-1.122, 1.975, 2.771]],
  "forces_ev_per_angstrom": [[0.4, -1.2, 1.0], [-0.8, -0.1, -0.9], [-0.9, 0.6, 0.3], [0.1, -0.2, 0.0], [-0.1, -0.1, 0.1], [0.2, 0.0, 0.3], [-0.1, -0.2, -0.4], [-0.1, 0.1, 0.1], [0.3, 0.0, 0.1], [0.3, -0.6, -0.2], [-0.3, 0.2, 0.1], [0.1, -0.1, -0.2], [-0.2, 0.1, -0.3], [0.1, -0.2, 0.1], [0.1, 0.1, -0.2], [-0.2, 0.2, 0.0], [0.3, -0.2, 0.1], [0.0, 0.1, 0.3], [-0.2, -0.1, -0.1], [0.2, 0.0, 0.3], [-0.1, -0.3, -0.1], [0.2, 0.3, 0.2], [0.1, -0.1, 0.2], [-0.1, -0.1, -0.3], [-0.1, -0.2, -0.2], [-0.3, 0.2, 0.0], [-0.1, -0.1, 0.3], [0.1, 0.1, -0.3], [-0.1, 0.1, 0.1], [0.2, -0.3, 0.2], [1.3, 1.8, 0.0], [0.3, -0.6, 1.0], [0.0, -0.7, 0.2], [0.4, 0.4, -0.6], [0.4, 0.0, -0.1], [-0.9, 0.2, -1.2], [-0.1, 0.1, 0.1], [-0.2, -0.2, -0.1], [-0.2, -0.1, 0.1], [-0.3, 0.3, -0.2], [0.4, 0.0, 0.3], [0.2, 0.1, 0.0], [-0.1, 0.1, 0.0], [-0.1, 0.0, -0.2], [0.1, -0.2, 0.0], [0.0, 0.0, 0.0], [-0.1, 0.0, 0.3], [0.0, -0.2, -0.2], [0.3, 0.2, 0.0], [-0.2, 0.0, -0.3], [0.0, -0.3, 0.2], [0.3, 0.3, 0.0], [0.0, 0.2, -0.3], [0.3, -0.2, 0.0], [-0.1, 0.1, 0.3], [0.0, 0.1, 0.1], [0.0, 0.0, -0.2], [-0.1, -0.1, 0.0], [0.1, 0.2, -0.1], [0.1, 0.0, 0.1], [-0.2, -0.1, -0.2], [-0.3, -0.1, -0.1], [0.1, 0.0, -0.1], [0.0, 0.1, 0.1], [1.0, 0.5, 0.1], [0.1, 0.4, 0.5], [-0.5, -0.7, -0.9], [-1.0, 1.1, -0.1], [0.0, -1.1, 0.8]]
}

---

ΔE to the lowest compared entry with this formula, charge and spin for every record listed, in sequence, given in kJ/mol: 0.0, 92.8, 533.6, 0.0, 202.0, 0.0.